(1)
{
  "formula": "CH3Br3N",
  "method": "ωB97M-V with the def2-TZVPD basis set",
  "species": ["C", "N", "Br", "Br", "Br", "H", "H", "H"],
  "xyz": [[0.958, -0.539, 0.462], [0.483, -0.696, -0.733], [0.095, -1.000, 2.160], [-1.938, 1.528, -0.444], [2.607, 0.260, 0.645], [-2.859, 1.859, 0.456], [1.123, -0.440, -1.527], [-0.469, -0.972, -1.019]],
  "mulliken_charge": [0.53, -0.30, 0.12, -0.21, 0.08, 0.24, 0.23, 0.32],
  "homo_energy_ev": -14.7651,
  "homo_lumo_gap_ev": 9.2,
  "total_charge": 1,
  "spin_multiplicity": 1
}

***

(2)
{
  "formula": "C3H3Br",
  "method": "ωB97M-V with the def2-TZVPD basis set",
  "species": ["C", "C", "C", "Br", "H", "H", "H"],
  "xyz": [[0.416, 0.926, -0.369], [1.414, 0.219, 0.081], [0.076, -0.378, 0.310], [4.492, 0.249, 0.007], [-0.146, 1.750, -0.828], [-0.422, -0.383, 1.290], [-0.278, -1.069, -0.341]],
  "mulliken_charge": [-0.03, -0.18, -0.39, -0.20, 0.36, 0.21, 0.23],
  "homo_energy_ev": [-9.7951, -9.7937],
  "homo_lumo_gap_ev": [6.3, 6.3],
  "total_charge": 0,
  "spin_multiplicity": 1
}

***

(3)
{
  "formula": "C54H70N4O2P2RbSb",
  "method": "ωB97M-V with the def2-TZVPD basis set",
  "species": ["Rb", "C", "C", "N", "O", "C", "C", "N", "O", "H", "H", "H", "H", "H", "H", "H", "C", "N", "C", "P", "C", "C", "C", "C", "C", "C", "C", "C", "C", "C", "C", "C", "C", "C", "C", "C", "C", "C", "P", "C", "C", "C", "C", "C", "C", "C", "C", "C", "C", "C", "C", "H", "H", "H", "H", "H", "H", "H", "H", "H", "H", "H", "H", "H", "H", "H", "H", "H", "H", "H", "H", "H", "H", "H", "H", "H", "H", "H", "H", "H", "N", "C", "C", "C", "C", "C", "C", "H", "H", "H", "H", "H", "H", "H", "C", "C", "C", "C", "Sb", "C", "C", "C", "C", "C", "C", "C", "C", "H", "H", "H", "H", "H", "H", "H", "H", "H", "H", "H", "H", "H", "H", "H", "H", "H", "H", "H", "H", "H", "H", "H", "H", "H", "H", "H"],
  "xyz": [[-0.789, 0.507, 0.646], [-4.647, 1.736, 2.508], [-3.220, 1.751, 2.978], [-2.598, 2.835, 3.268], [-3.433, 3.956, 3.058], [-2.465, 0.494, 3.118], [-1.325, 0.379, 4.090], [-2.782, -0.431, 2.260], [-2.028, -1.489, 2.174], [-4.836, 2.529, 1.786], [-5.292, 1.940, 3.366], [-4.893, 0.763, 2.092], [-2.897, 4.670, 3.410], [-0.781, 1.317, 4.197], [-0.656, -0.420, 3.769], [-1.704, 0.110, 5.080], [4.058, 0.556, 0.128], [4.171, 1.624, 1.104], [3.980, 1.243, 2.492], [2.284, 0.539, 2.835], [2.551, -1.270, 2.869], [3.624, -1.862, 3.539], [3.728, -3.240, 3.622], [2.745, -4.046, 3.054], [1.677, -3.472, 2.387], [1.589, -2.088, 2.281], [2.181, 0.937, 4.627], [1.904, -0.019, 5.599], [1.711, 0.356, 6.923], [1.787, 1.689, 7.294], [2.045, 2.654, 6.329], [2.229, 2.280, 5.008], [5.036, 2.689, 0.808], [5.109, 3.187, -0.500], [5.926, 4.260, -0.811], [6.691, 4.879, 0.169], [6.626, 4.395, 1.465], [5.817, 3.312, 1.786], [2.384, 0.329, -0.724], [1.969, 2.026, -1.297], [1.811, 3.033, -0.339], [1.435, 4.316, -0.716], [1.177, 4.603, -2.051], [1.280, 3.596, -3.001], [1.671, 2.316, -2.629], [3.020, -0.511, -2.221], [2.600, -1.816, -2.452], [3.082, -2.538, -3.539], [3.991, -1.953, -4.403], [4.427, -0.650, -4.180], [3.948, 0.064, -3.094], [4.253, -0.409, 0.611], [4.821, 0.677, -0.640], [4.007, 2.146, 3.099], [4.777, 0.583, 2.861], [4.370, -1.241, 4.022], [4.564, -3.689, 4.143], [2.815, -5.123, 3.136], [0.909, -4.093, 1.947], [0.774, -1.647, 1.718], [1.828, -1.064, 5.329], [1.494, -0.401, 7.665], [1.636, 1.979, 8.325], [2.089, 3.700, 6.602], [2.391, 3.051, 4.262], [4.489, 2.757, -1.274], [5.949, 4.625, -1.830], [7.324, 5.721, -0.075], [7.222, 4.851, 2.245], [5.824, 2.951, 2.804], [1.999, 2.812, 0.705], [1.347, 5.091, 0.034], [0.887, 5.603, -2.347], [1.059, 3.807, -4.039], [1.743, 1.544, -3.383], [1.893, -2.269, -1.768], [2.743, -3.552, -3.705], [4.368, -2.508, -5.252], [5.141, -0.195, -4.853], [4.290, 1.078, -2.929], [-1.907, 3.026, -0.569], [-2.817, 2.904, -1.639], [-2.421, 3.186, -2.944], [-3.307, 3.019, -3.997], [-4.602, 2.574, -3.770], [-4.994, 2.286, -2.469], [-4.110, 2.440, -1.413], [-1.103, 3.596, -0.798], [-2.338, 3.350, 0.290], [-1.412, 3.533, -3.129], [-2.978, 3.243, -5.005], [-5.292, 2.447, -4.593], [-5.994, 1.922, -2.270], [-4.419, 2.194, -0.404], [-4.831, -2.345, 0.542], [-4.581, -2.440, -0.961], [-5.287, -1.267, -1.638], [-5.137, -3.762, -1.475], [-2.415, -2.154, -1.314], [-1.610, -4.167, -0.897], [-1.970, -5.268, -1.891], [-0.092, -4.008, -0.865], [-2.103, -4.535, 0.503], [-2.269, -1.963, -3.518], [-0.839, -2.326, -3.918], [-2.446, -0.466, -3.786], [-3.254, -2.768, -4.357], [-5.916, -2.303, 0.711], [-4.373, -1.461, 0.979], [-4.445, -3.213, 1.076], [-6.361, -1.318, -1.418], [-5.175, -1.270, -2.721], [-4.913, -0.312, -1.264], [-6.217, -3.792, -1.276], [-4.696, -4.609, -0.948], [-4.993, -3.903, -2.545], [-1.644, -5.039, -2.905], [-3.041, -5.466, -1.919], [-1.470, -6.198, -1.590], [0.303, -3.781, -1.856], [0.377, -4.943, -0.530], [0.214, -3.213, -0.182], [-3.161, -4.803, 0.484], [-1.975, -3.713, 1.214], [-1.551, -5.410, 0.870], [-0.109, -1.777, -3.315], [-0.672, -2.045, -4.966], [-0.630, -3.392, -3.828], [-1.682, 0.119, -3.266], [-3.416, -0.085, -3.470], [-2.342, -0.267, -4.861], [-3.190, -3.837, -4.152], [-3.033, -2.619, -5.422], [-4.281, -2.448, -4.189]],
  "mulliken_charge": [1.35, -1.16, 0.90, -0.32, -0.51, -0.32, -0.54, -0.47, -0.24, 0.43, 0.32, 0.13, 0.37, 0.29, 0.10, 0.30, -2.05, 0.65, -1.91, 1.45, 0.03, -0.17, -0.89, -0.78, -0.67, 0.47, 0.42, -0.34, -0.75, -0.52, -0.82, -0.47, 0.96, 0.32, -1.12, -0.62, -0.75, -0.75, 1.79, 0.49, -0.05, -0.91, -0.46, -0.82, -0.88, -0.05, -0.60, -0.33, -0.65, -0.91, 0.12, 0.17, 1.07, 0.65, 0.43, 0.41, 0.39, 0.42, 0.50, 0.20, 0.33, 0.42, 0.39, 0.40, 0.30, 0.15, 0.43, 0.39, 0.39, 0.41, -0.07, 0.47, 0.39, 0.47, 0.48, 0.29, 0.47, 0.38, 0.46, 0.33, -0.32, 0.37, -0.14, -0.60, -0.62, -0.61, 0.20, 0.00, 0.17, 0.28, 0.41, 0.37, 0.34, 0.06, -1.51, 1.90, -2.12, -1.81, 0.98, 1.85, -1.66, -1.49, -1.86, 2.17, -2.08, -1.80, -1.82, 0.54, 0.00, 0.35, 0.56, 0.25, 0.19, 0.49, 0.37, 0.25, 0.26, 0.26, 0.52, 0.13, 0.65, -0.25, 0.39, 0.23, 0.51, 0.22, 0.58, 0.30, 0.14, 0.13, 0.56, 0.27, 0.50, 0.34],
  "homo_energy_ev": -6.8103,
  "homo_lumo_gap_ev": 7.0,
  "total_charge": 0,
  "spin_multiplicity": 1
}

***

(4)
{
  "formula": "C23H24BrCl2N4O5Zn",
  "method": "ωB97M-V with the def2-TZVPD basis set",
  "species": ["Zn", "O", "C", "O", "C", "C", "C", "C", "C", "C", "C", "C", "C", "N", "H", "H", "H", "H", "H", "H", "Cl", "C", "Cl", "H", "H", "C", "C", "C", "C", "N", "N", "H", "H", "H", "H", "H", "H", "H", "H", "H", "H", "H", "H", "Br", "C", "C", "C", "C", "C", "C", "C", "O", "O", "H", "H", "H", "H", "O", "C", "N"],
  "xyz": [[1.233, 0.590, -0.108], [-0.193, 4.096, 1.392], [0.190, 3.126, 0.752], [0.664, 2.021, 1.210], [0.072, 3.199, -0.775], [-0.554, 4.306, -1.385], [-0.664, 4.327, -2.741], [-0.150, 3.255, -3.508], [-0.224, 3.210, -4.921], [0.293, 2.148, -5.604], [0.906, 1.080, -4.907], [0.994, 1.094, -3.547], [0.465, 2.188, -2.821], [0.560, 2.193, -1.457], [-0.926, 5.094, -0.747], [-1.142, 5.159, -3.249], [-0.698, 4.033, -5.447], [0.232, 2.118, -6.685], [1.307, 0.241, -5.463], [1.446, 0.282, -2.992], [3.335, 1.681, 2.558], [4.735, 0.940, 3.304], [6.025, 2.110, 3.676], [5.135, 0.210, 2.614], [4.428, 0.487, 4.236], [0.478, -4.496, 1.317], [0.242, -3.136, 1.966], [0.728, -3.161, 3.412], [-1.254, -2.800, 1.916], [1.066, -2.191, 1.201], [0.974, -0.837, 1.616], [-0.075, -5.274, 1.848], [1.543, -4.738, 1.327], [0.138, -4.484, 0.277], [0.213, -3.945, 3.974], [0.530, -2.209, 3.912], [1.804, -3.352, 3.440], [-1.836, -3.607, 2.372], [-1.584, -2.684, 0.881], [-1.494, -1.879, 2.454], [0.789, -2.198, 0.224], [1.628, -0.676, 2.369], [0.041, -0.598, 1.949], [-5.875, -0.280, 2.789], [-4.465, -0.438, 1.517], [-4.604, -1.333, 0.467], [-3.588, -1.423, -0.474], [-2.435, -0.655, -0.354], [-2.311, 0.214, 0.724], [-3.332, 0.341, 1.661], [-1.341, -0.806, -1.397], [-1.673, -1.188, -2.514], [-0.141, -0.598, -0.993], [-5.494, -1.942, 0.385], [-3.676, -2.093, -1.320], [-1.404, 0.792, 0.849], [-3.234, 1.034, 2.486], [5.062, 0.665, -1.846], [4.049, 0.494, -1.226], [3.062, 0.293, -0.595]],
  "mulliken_charge": [0.26, -0.76, 0.35, -0.60, 0.42, -0.77, -0.67, 1.13, -0.80, -0.49, -0.77, -0.28, 0.00, 0.32, 0.53, 0.39, 0.35, 0.37, 0.40, 0.26, -0.02, -0.38, -0.20, 0.29, 0.31, -1.83, 1.80, -1.91, -1.46, -0.42, -0.14, 0.41, 0.42, 0.39, 0.45, 0.32, 0.42, 0.54, 0.19, 0.37, 0.28, 0.23, 0.20, -0.23, 0.21, -0.50, -0.21, -0.17, 0.29, -0.87, -0.16, -0.76, -0.26, 0.43, 0.46, 0.47, 0.50, -0.71, 0.88, -0.27],
  "homo_energy_ev": -6.4309,
  "homo_lumo_gap_ev": 8.8,
  "total_charge": -1,
  "spin_multiplicity": 1
}

***

(5)
{
  "formula": "C27H38N4O4P2Ti",
  "method": "ωB97M-V with the def2-TZVPD basis set",
  "species": ["Ti", "O", "C", "O", "C", "C", "C", "C", "C", "N", "C", "O", "O", "H", "H", "H", "C", "C", "C", "C", "P", "C", "C", "C", "C", "C", "C", "C", "C", "C", "C", "H", "H", "H", "H", "H", "H", "H", "H", "H", "H", "H", "H", "H", "H", "H", "H", "H", "H", "H", "H", "H", "H", "H", "C", "N", "C", "N", "C", "N", "C", "P", "C", "C", "H", "H", "H", "H", "H", "H", "H", "H", "H", "H", "H", "H"],
  "xyz": [[0.485, 0.022, 0.069], [-1.618, 2.437, 2.594], [-1.209, 1.681, 1.734], [-0.061, 1.144, 1.650], [-2.114, 1.303, 0.582], [-3.447, 1.623, 0.449], [-4.115, 1.152, -0.657], [-3.444, 0.374, -1.592], [-2.109, 0.114, -1.358], [-1.470, 0.576, -0.310], [-1.183, -0.748, -2.196], [-1.606, -1.340, -3.175], [-0.012, -0.751, -1.729], [-3.918, 2.218, 1.218], [-5.166, 1.381, -0.788], [-3.917, -0.044, -2.469], [5.696, -0.103, -1.125], [4.259, -0.556, -0.853], [4.250, -1.880, -0.083], [3.535, -0.753, -2.192], [3.186, 0.708, 0.045], [3.455, 2.234, -0.906], [2.399, 2.646, -1.720], [2.496, 3.819, -2.462], [3.643, 4.593, -2.392], [4.701, 4.185, -1.590], [4.612, 3.013, -0.855], [3.759, 1.063, 1.809], [3.087, 0.002, 2.698], [3.142, 2.423, 2.161], [5.263, 1.078, 2.061], [6.229, -0.894, -1.662], [6.230, 0.093, -0.197], [5.718, 0.798, -1.740], [3.227, -2.145, 0.197], [4.859, -1.828, 0.820], [4.652, -2.674, -0.720], [4.078, -1.469, -2.815], [3.469, 0.189, -2.746], [2.515, -1.121, -2.045], [1.501, 2.049, -1.793], [1.671, 4.122, -3.094], [3.713, 5.510, -2.963], [5.603, 4.782, -1.538], [5.450, 2.707, -0.244], [1.998, 0.092, 2.627], [3.368, 0.168, 3.742], [3.373, -1.014, 2.434], [2.073, 2.415, 1.943], [3.623, 3.235, 1.611], [3.257, 2.623, 3.230], [5.715, 0.104, 1.866], [5.449, 1.322, 3.112], [5.776, 1.828, 1.460], [-0.750, -5.072, 2.125], [0.701, -4.935, 2.067], [1.186, -5.614, 0.863], [0.557, -5.144, -0.369], [-0.891, -5.275, -0.235], [-1.432, -4.583, 0.933], [-1.294, -3.136, 0.806], [0.466, -2.532, 0.656], [1.115, -3.534, 2.105], [0.938, -3.764, -0.673], [-1.119, -4.534, 3.000], [-0.991, -6.130, 2.240], [0.974, -6.679, 0.967], [2.266, -5.476, 0.791], [-1.135, -6.334, -0.140], [-1.367, -4.887, -1.136], [-1.766, -2.659, 1.666], [-1.823, -2.808, -0.094], [0.758, -3.086, 3.035], [2.205, -3.490, 2.115], [2.015, -3.718, -0.843], [0.448, -3.451, -1.598]],
  "mulliken_spin": [1.76, 0.00, 0.00, -0.04, 0.07, 0.00, 0.02, 0.00, 0.09, -0.05, -0.01, 0.03, -0.04, 0.00, 0.00, 0.00, 0.00, 0.00, 0.01, 0.02, 0.16, -0.08, 0.05, 0.03, 0.00, 0.00, -0.01, -0.04, 0.07, 0.00, 0.00, 0.00, 0.00, 0.00, 0.01, 0.00, 0.00, 0.00, 0.00, 0.02, -0.04, 0.00, 0.00, 0.00, 0.00, 0.01, 0.00, 0.00, 0.01, 0.00, 0.00, 0.00, 0.00, 0.00, 0.00, 0.00, 0.00, 0.00, 0.00, 0.01, 0.01, -0.10, 0.01, 0.02, 0.00, 0.00, 0.00, 0.00, 0.00, 0.00, 0.00, 0.00, -0.01, 0.00, 0.01, 0.00],
  "homo_energy_ev": [-6.4293, -8.4485],
  "homo_lumo_gap_ev": [6.5, 8.6],
  "total_charge": 0,
  "spin_multiplicity": 3
}

***

(6)
{
  "formula": "C5H8NS",
  "method": "ωB97M-V with the def2-TZVPD basis set",
  "species": ["C", "C", "C", "C", "C", "N", "S", "H", "H", "H", "H", "H", "H", "H", "H"],
  "xyz": [[-0.170, 0.968, 0.104], [-1.353, -0.140, 1.817], [0.026, 2.240, 0.305], [1.413, -1.264, -0.786], [0.146, -1.460, -1.527], [-0.897, -0.070, 0.669], [0.758, 0.296, -1.352], [-1.986, -1.036, 2.045], [-1.074, 0.538, 2.788], [-0.608, 2.757, 0.906], [0.538, 2.793, -0.448], [2.384, -1.518, -1.288], [1.409, -1.238, 0.243], [0.233, -1.539, -2.563], [-0.820, -1.326, -0.912]],
  "mulliken_charge": [0.57, -0.33, -0.70, -0.38, -0.39, -0.43, 0.13, 0.27, 0.23, 0.37, 0.31, 0.30, 0.32, 0.37, 0.36],
  "homo_energy_ev": -14.2141,
  "homo_lumo_gap_ev": 10.0,
  "total_charge": 1,
  "spin_multiplicity": 1
}

***

Energy above the lowest of the compared OMol25 structures with the same formula, charge and spin in kJ/mol, matching the order above: 0.0 443.4 34.8 50.7 16.5 314.3